1.
13
Properties=species:S:1:pos:R:3 method="wB97M-V/def2-TZVPD" relative_energy_kj_mol=240.4 e_homo_ev=-9.48 total_charge=0 smiles=C[C@H](C#N)CS total_energy_ha=-609.46693
C -0.60 -0.85 -1.02
C 0.21 -0.43 0.15
C -0.70 -0.75 1.26
N -1.50 -1.24 2.10
C 1.03 0.85 -0.02
S -0.04 2.40 0.06
H -0.73 -1.93 -1.03
H -1.73 -0.39 -1.13
H -0.04 -0.57 -1.83
H 1.27 -1.02 0.08
H 1.58 0.75 -0.93
H 1.64 0.87 0.86
H -0.37 2.32 1.44


2.
13
Properties=species:S:1:pos:R:3 method="wB97M-V/def2-TZVPD" relative_energy_kj_mol=95.1 e_homo_ev=-8.06 total_charge=0 smiles="CC(=S)/C=C/N" total_energy_ha=-609.52228
C 1.44 1.29 -0.01
C 1.40 -0.29 0.03
S 2.78 -1.10 -0.01
C 0.10 -0.87 0.04
C -1.06 -0.21 0.00
N -2.31 -0.81 0.03
H 0.83 1.79 -0.78
H 2.49 1.61 -0.05
H 1.05 1.70 0.96
H 0.02 -1.96 -0.01
H -1.15 0.85 -0.04
H -2.43 -1.81 -0.01
H -3.16 -0.19 -0.16


3.
13
Properties=species:S:1:pos:R:3 method="wB97M-V/def2-TZVPD" relative_energy_kj_mol=260.8 e_homo_ev=-8.69 total_charge=0 smiles="CC(C)N=C=S" total_energy_ha=-609.45916
C -1.29 0.62 -0.58
C -0.06 -0.37 -0.32
C -0.16 -0.99 1.14
N 1.18 0.34 -0.48
C 2.13 0.91 -0.49
S 3.61 1.70 -0.68
H -2.16 -0.19 -0.55
H -1.25 1.30 0.15
H -1.21 0.92 -1.69
H -0.22 -1.06 -1.01
H 0.71 -1.60 1.29
H -0.37 -0.16 1.84
H -0.92 -1.41 1.38


4.
13
Properties=species:S:1:pos:R:3 method="wB97M-V/def2-TZVPD" relative_energy_kj_mol=163.8 e_homo_ev=-9.87 total_charge=0 smiles=CC[C@H](S)C#N total_energy_ha=-609.49611
C 1.46 0.05 1.02
C 0.05 -0.40 0.51
C -0.59 0.46 -0.55
S -2.45 0.58 -0.16
C -0.15 -0.01 -1.96
N -0.01 -0.71 -2.88
H 2.26 0.29 0.38
H 1.35 1.07 1.45
H 1.80 -0.50 2.00
H 0.14 -1.35 0.08
H -0.63 -0.33 1.30
H -0.34 1.55 -0.57
H -2.88 -0.71 -0.60